Record 1
# C22H16MoN3O3

A structure of composition C22H16MoN3O3 (ωB97M-V/def2-TZVPD, the OMol25 dataset).

Each line ends with the Löwdin charge.
CARTESIAN COORDINATES (ANGSTROEM)
Mo 0.23 0.73 0.11  1.661
C -2.57 3.98 0.45  -0.045
O -3.72 3.22 0.09  -0.047
C -3.63 2.19 -0.78  -0.208
C -4.79 1.92 -1.52  0.045
C -4.84 0.88 -2.44  -0.039
C -3.73 0.08 -2.64  -0.014
C -2.57 0.32 -1.90  -0.139
C -1.45 -0.55 -2.12  -0.007
N -0.34 -0.54 -1.45  -0.118
N 0.64 -1.43 -1.90  0.112
C 1.76 -1.17 -1.33  -0.361
O 1.82 -0.15 -0.45  -0.233
C 2.98 -1.92 -1.60  -0.163
C 2.97 -2.97 -2.52  -0.015
C 4.13 -3.67 -2.78  -0.056
C 5.31 -3.33 -2.12  -0.055
C 5.32 -2.29 -1.20  -0.058
C 4.16 -1.58 -0.94  -0.016
C -2.52 1.37 -0.97  -0.192
O -1.39 1.54 -0.24  -0.265
H -2.95 4.91 0.85  0.103
H -1.95 4.19 -0.42  0.103
H -1.98 3.47 1.21  0.078
H -5.64 2.56 -1.36  0.137
H -5.75 0.71 -2.99  0.120
H -3.75 -0.73 -3.35  0.124
H -1.51 -1.29 -2.91  0.148
H 2.05 -3.22 -3.03  0.115
H 4.12 -4.48 -3.49  0.112
H 6.22 -3.88 -2.32  0.113
H 6.24 -2.03 -0.69  0.112
H 4.17 -0.77 -0.23  0.114
N 0.65 0.66 7.27  0.195
C 0.51 0.55 6.13  -0.161
C 0.35 0.42 4.71  -0.196
C 0.70 1.48 3.89  0.000
C 0.52 1.31 2.52  -0.149
C 0.01 0.13 2.00  -0.295
C -0.33 -0.94 2.83  -0.045
C -0.16 -0.78 4.19  0.005
H 1.09 2.39 4.31  0.133
H 0.79 2.16 1.85  0.098
H -0.72 -1.86 2.42  0.116
H -0.42 -1.58 4.87  0.132

LUMO (spin up / spin down): -4.9455 / -4.9439 eV
ΔE to the lowest compared entry with this formula, charge and spin: 0.59 kcal per mole
charge: +1
highest occupied orbital energy (spin up / spin down): -0.42912 / -0.42911 Eh

Record 2
# C22H16N9O2OsS2

A structure of composition C22H16N9O2OsS2 in a non-equilibrium geometry (ωB97M-V/def2-TZVPD, the OMol25 dataset).

Each line ends with the Löwdin charge.
CARTESIAN COORDINATES (ANGSTROEM)
Os 1.17 -0.75 -0.58  1.166
C 3.09 0.66 -2.75  -0.023
O 2.00 0.81 -1.79  -0.340
C 1.06 1.82 -2.08  -0.203
C 1.31 2.83 -2.98  0.000
C 0.33 3.81 -3.17  -0.041
C -0.87 3.75 -2.47  -0.054
C -1.12 2.73 -1.57  0.015
C -0.15 1.74 -1.37  -0.211
N -0.31 0.66 -0.53  -0.126
N -1.46 0.69 0.19  0.147
C -1.73 -0.32 1.01  -0.136
C -0.94 -1.50 1.28  -0.247
O 0.21 -1.81 0.68  -0.273
C -1.36 -2.44 2.23  0.007
C -2.53 -2.29 2.92  0.038
C -3.38 -1.16 2.68  -0.167
C -4.59 -1.02 3.37  -0.015
C -5.41 0.06 3.13  -0.056
C -5.03 1.03 2.20  -0.049
C -3.84 0.90 1.51  -0.014
C -2.99 -0.19 1.74  -0.093
H 3.72 1.54 -2.69  0.105
H 2.67 0.53 -3.74  0.117
H 3.63 -0.23 -2.44  0.053
H 2.24 2.89 -3.53  0.117
H 0.51 4.60 -3.88  0.118
H -1.62 4.52 -2.63  0.117
H -2.04 2.67 -1.03  0.106
H -0.72 -3.29 2.39  0.132
H -2.84 -3.03 3.65  0.129
H -4.88 -1.78 4.09  0.121
H -6.34 0.16 3.67  0.113
H -5.67 1.87 2.01  0.113
H -3.55 1.65 0.79  0.099
S 2.81 -2.33 -1.00  0.635
C 1.83 -2.85 -2.36  -1.039
S 0.39 -1.85 -2.42  0.679
C 2.14 -3.85 -3.23  -0.325
C 1.26 -4.18 -4.30  -0.196
N 0.54 -4.45 -5.15  0.206
C 3.36 -4.58 -3.09  -0.196
N 4.35 -5.16 -2.98  0.206
N 2.76 0.53 4.42  0.163
N 2.69 0.64 3.05  -0.263
N 3.52 1.40 2.37  0.164
C 3.18 1.12 1.13  -0.148
N 2.18 0.23 1.09  -0.127
N 1.88 -0.07 2.34  0.120
H 3.07 1.42 4.79  0.116
H 1.84 0.26 4.76  0.114
H 3.64 1.56 0.26  0.124

LUMO (spin up / spin down): -4.6813 / -6.0553 eV
ΔE to the lowest compared entry with this formula, charge and spin: 34.82 kcal per mole
charge: +1
highest occupied orbital energy (spin up / spin down): -0.31185 / -0.40100 Eh
spin multiplicity: 5

Record 3
# C22H17AuF2N2O2S

A structure of composition C22H17AuF2N2O2S (ωB97M-V/def2-TZVPD, the OMol25 dataset).

Each line ends with the Löwdin charge.
CARTESIAN COORDINATES (ANGSTROEM)
Au -0.23 0.16 -0.19  1.157
O 3.95 0.70 -1.13  -0.293
S 2.74 -0.04 -1.36  0.570
O 1.79 0.42 -2.34  -0.341
N 1.89 -0.23 -0.01  -0.246
C 2.39 -0.18 1.28  -0.269
C 3.70 -0.16 1.68  -0.017
C 4.05 -0.16 3.05  -0.061
C 3.10 -0.17 4.03  -0.044
C 1.74 -0.16 3.67  -0.150
C 0.69 -0.15 4.62  0.006
C -0.61 -0.11 4.21  -0.029
C -0.89 -0.07 2.83  -0.082
N 0.08 -0.10 1.94  0.020
C 1.39 -0.15 2.31  -0.144
C 3.20 -1.68 -1.86  -0.270
C 2.50 -2.31 -2.88  -0.056
C 2.86 -3.59 -3.26  -0.072
C 3.91 -4.24 -2.62  -0.081
C 4.60 -3.61 -1.60  -0.073
C 4.26 -2.32 -1.22  -0.057
H 4.49 -0.12 0.94  0.089
H 5.10 -0.14 3.31  0.110
H 3.38 -0.18 5.08  0.111
H 0.94 -0.16 5.67  0.123
H -1.43 -0.10 4.91  0.111
H -1.90 0.00 2.46  0.108
H 1.69 -1.78 -3.37  0.109
H 2.33 -4.09 -4.06  0.106
H 4.19 -5.24 -2.92  0.104
H 5.43 -4.11 -1.11  0.105
H 4.81 -1.82 -0.44  0.099
C 0.12 5.15 0.18  -0.097
C 1.23 4.35 0.39  -0.083
C 1.13 2.97 0.32  -0.106
C -0.11 2.41 0.05  -0.148
C -1.24 3.18 -0.14  -0.115
C -1.11 4.57 -0.08  -0.092
H 0.20 6.23 0.23  0.101
H 2.20 4.81 0.59  0.105
H 2.01 2.36 0.46  0.084
H -2.20 2.74 -0.33  0.082
H -1.99 5.19 -0.24  0.102
F -2.99 0.63 0.52  -0.063
C -2.26 -0.13 -0.37  -0.465
F -2.58 -1.44 -0.08  -0.048
H -2.66 0.09 -1.37  0.098

LUMO (spin up / spin down): -0.5092 / -2.1430 eV
ΔE to the lowest compared entry with this formula, charge and spin: 0.00 kcal per mole
charge: 0
highest occupied orbital energy (spin up / spin down): -0.27406 / -0.30230 Eh
spin multiplicity: 3

Record 4
# C22H17BrN3O2V

A structure of composition C22H17BrN3O2V (ωB97M-V/def2-TZVPD, the OMol25 dataset).

Each line ends with the Löwdin charge.
CARTESIAN COORDINATES (ANGSTROEM)
V 0.33 -1.19 -0.49  0.952
C 3.27 -1.67 -1.79  -0.035
O 2.33 -0.79 -1.15  -0.251
C 2.77 0.49 -0.81  -0.211
C 4.07 0.92 -0.98  -0.007
C 4.39 2.23 -0.64  -0.055
C 3.43 3.09 -0.15  -0.059
C 2.13 2.64 0.03  0.004
C 1.79 1.34 -0.29  -0.168
N 0.47 0.81 -0.18  -0.054
N -0.43 1.66 0.12  0.115
C -1.74 1.31 0.20  -0.126
C -2.26 0.03 -0.10  -0.290
O -1.55 -1.01 -0.43  -0.181
C -3.67 -0.16 -0.05  0.005
C -4.51 0.86 0.29  0.011
C -4.02 2.16 0.61  -0.167
C -4.90 3.19 0.97  -0.025
C -4.43 4.44 1.27  -0.068
C -3.05 4.68 1.22  -0.061
C -2.17 3.69 0.88  -0.022
C -2.63 2.40 0.56  -0.095
H 3.64 -1.23 -2.71  0.113
H 2.73 -2.59 -2.01  0.092
H 4.10 -1.89 -1.11  0.103
H 4.83 0.26 -1.38  0.113
H 5.41 2.57 -0.78  0.115
H 3.69 4.10 0.11  0.114
H 1.36 3.30 0.42  0.107
H -4.04 -1.14 -0.30  0.122
H -5.58 0.69 0.32  0.125
H -5.97 2.98 1.00  0.117
H -5.10 5.23 1.55  0.109
H -2.67 5.67 1.46  0.109
H -1.11 3.89 0.84  0.096
Br 2.38 -2.43 1.91  0.867
C 1.47 -3.75 0.93  -0.712
C 1.55 -5.08 1.30  -0.075
C 0.83 -6.01 0.57  -0.019
C 0.07 -5.57 -0.51  -0.024
C 0.07 -4.23 -0.82  -0.099
N 0.76 -3.32 -0.11  -0.073
H 2.14 -5.37 2.16  0.115
H 0.85 -7.05 0.84  0.126
H -0.51 -6.26 -1.11  0.121
H -0.51 -3.85 -1.65  0.126

LUMO (spin up / spin down): -3.4778 / -3.6850 eV
charge: +1
highest occupied orbital energy (spin up / spin down): -0.37949 / -0.38465 Eh
spin multiplicity: 4

Record 5
# C22H17ClCo2O10

A structure of composition C22H17ClCo2O10 in a non-equilibrium geometry (ωB97M-V/def2-TZVPD, the OMol25 dataset).

Each line ends with the Löwdin charge.
CARTESIAN COORDINATES (ANGSTROEM)
C -5.20 -2.23 -1.07  -0.078
C -3.81 -2.60 -0.63  -0.180
O -2.89 -1.59 -1.21  -0.047
C -1.70 -1.59 -0.62  -0.452
C -0.79 -0.33 -0.67  -0.244
Cl -0.99 -1.17 -3.51  -0.219
C -1.50 0.93 -1.30  -0.466
O -1.01 1.78 -2.01  0.068
O -2.77 0.99 -0.84  -0.034
C -3.37 2.32 -0.80  -0.194
C -4.68 2.07 -0.10  -0.088
O -1.39 -2.56 0.08  -0.036
H -5.89 -2.93 -0.60  0.066
H -5.48 -1.23 -0.71  0.067
H -5.33 -2.30 -2.15  0.082
H -3.72 -2.50 0.47  0.125
H -3.51 -3.60 -0.97  0.131
H -2.73 3.00 -0.21  0.116
H -3.51 2.68 -1.83  0.128
H -5.19 3.01 0.07  0.063
H -5.32 1.42 -0.70  0.068
H -4.52 1.59 0.86  0.079
O 3.23 -3.55 2.31  0.047
C 2.51 -3.07 1.54  -0.188
Co 1.38 -2.24 0.48  0.135
C 0.49 -3.42 -0.57  -0.151
O 0.14 -4.23 -1.32  0.100
C 0.27 -1.55 1.68  -0.156
O -0.42 -1.08 2.48  0.097
C 2.55 0.78 -0.02  -0.184
C 3.52 0.55 1.00  -0.238
C 3.38 1.20 2.24  -0.028
C 4.34 0.99 3.24  -0.111
C 5.43 0.15 3.02  -0.136
C 5.54 -0.51 1.80  -0.114
C 4.59 -0.34 0.80  -0.049
C 1.48 0.40 -0.67  -0.165
C 0.52 -0.58 -1.01  -0.202
Co 1.91 2.16 -0.98  0.027
C 0.58 3.03 -0.16  -0.164
O -0.23 3.61 0.42  0.060
C 1.58 2.33 -2.72  -0.160
O 1.46 2.52 -3.85  0.082
C 3.20 3.35 -0.83  -0.195
O 4.03 4.15 -0.75  0.049
H 2.54 1.88 2.39  0.115
H 4.23 1.52 4.18  0.085
H 6.16 -0.01 3.81  0.082
H 6.39 -1.16 1.60  0.088
H 4.66 -0.85 -0.16  0.116
H -0.88 0.08 0.38  0.162
H 0.72 -1.26 -1.86  0.045

LUMO: 4.5439 eV
ΔE to the lowest compared entry with this formula, charge and spin: 37.14 kcal per mole
charge: -2
highest occupied orbital energy: -0.02171 Eh

Record 6
# C22H17ClFeN7O11S

A structure of composition C22H17ClFeN7O11S in a non-equilibrium geometry (ωB97M-V/def2-TZVPD, the OMol25 dataset).

Each line ends with the Löwdin charge.
CARTESIAN COORDINATES (ANGSTROEM)
Fe 1.56 -0.25 -0.40  0.845
N 1.33 -0.88 2.33  0.022
N 2.50 -0.52 2.98  0.014
C 3.54 -0.11 2.22  -0.385
N 4.62 0.37 2.84  0.198
N 3.39 -0.26 0.90  0.094
N 4.37 0.24 0.10  -0.412
O 5.47 0.57 0.51  0.029
O 4.03 0.32 -1.07  0.068
H 0.60 -0.19 2.48  -0.018
H 1.02 -1.81 2.58  0.107
H 2.49 -0.27 3.96  0.152
H 4.59 0.60 3.81  0.117
H 5.36 0.71 2.24  0.079
Cl 0.97 -7.19 0.03  0.615
C 1.04 -5.65 -0.80  -0.659
C 1.86 -4.65 -0.29  -0.100
C 1.93 -3.44 -0.96  -0.028
C 1.21 -3.22 -2.12  -0.132
C 0.39 -4.23 -2.61  -0.009
C 0.30 -5.45 -1.95  -0.101
C 1.28 -1.91 -2.89  -0.584
O 1.04 -1.92 -4.08  0.052
O 1.59 -0.86 -2.20  -0.133
H 2.42 -4.82 0.62  0.101
H 2.57 -2.66 -0.57  0.095
H -0.17 -4.05 -3.52  0.119
H -0.34 -6.24 -2.32  0.100
O -1.73 -2.63 0.36  0.049
C -1.30 -1.56 -0.04  -0.578
O -0.09 -1.15 0.11  -0.133
C -2.25 -0.62 -0.76  -0.094
C -3.61 -0.89 -0.74  -0.001
C -4.51 -0.08 -1.42  -0.060
C -4.06 1.02 -2.13  -0.015
C -2.70 1.28 -2.12  -0.134
C -1.79 0.49 -1.45  0.066
N -2.21 2.47 -2.86  -0.348
O -1.03 2.74 -2.77  0.085
O -3.02 3.11 -3.51  0.051
H -3.94 -1.76 -0.17  0.119
H -5.57 -0.32 -1.41  0.101
H -4.73 1.66 -2.68  0.112
H -0.74 0.73 -1.50  0.109
O -2.13 0.77 2.92  0.076
C -1.27 1.46 2.43  -0.485
N 0.09 1.21 2.46  -0.103
S 0.88 2.26 1.59  0.663
O 1.30 1.67 0.31  -0.361
O 1.98 2.87 2.30  -0.301
C -0.43 3.36 1.23  -0.217
C -0.44 4.58 0.59  -0.028
C -1.67 5.21 0.44  -0.070
C -2.84 4.60 0.91  -0.066
C -2.81 3.37 1.54  -0.002
C -1.58 2.76 1.71  -0.133
H 0.47 5.03 0.20  0.123
H -1.73 6.17 -0.05  0.104
H -3.79 5.10 0.75  0.102
H -3.70 2.88 1.91  0.122

LUMO (spin up / spin down): 2.1378 / 2.1366 eV
ΔE to the lowest compared entry with this formula, charge and spin: 0.00 kcal per mole
charge: -1
highest occupied orbital energy (spin up / spin down): -0.23114 / -0.20773 Eh
spin multiplicity: 5

Record 7
# C22H17N6Ru

A structure of composition C22H17N6Ru (ωB97M-V/def2-TZVPD, the OMol25 dataset).

Each line ends with the Löwdin charge.
CARTESIAN COORDINATES (ANGSTROEM)
Ru 0.75 -0.51 -0.60  1.562
C 1.14 2.86 -3.26  0.018
C 1.41 1.69 -2.56  -0.067
N 0.55 1.18 -1.66  -0.085
C -0.66 1.80 -1.45  -0.135
C -0.96 3.01 -2.08  -0.116
C -0.03 3.53 -3.00  0.089
C -2.21 3.63 -1.80  0.061
C -3.10 3.02 -0.95  0.008
C -2.83 1.77 -0.38  0.059
C -1.62 1.13 -0.62  -0.160
N -1.20 -0.13 -0.20  0.007
C -1.87 -1.19 0.35  -0.150
C -3.19 -1.23 0.83  0.067
C -3.73 -2.41 1.33  0.015
C -3.01 -3.59 1.31  0.078
C -1.69 -3.61 0.80  -0.113
C -0.93 -4.80 0.67  0.090
C 0.33 -4.76 0.13  0.024
C 0.86 -3.53 -0.25  -0.053
N 0.17 -2.39 -0.10  -0.089
C -1.11 -2.42 0.38  -0.135
H 1.86 3.22 -3.98  0.141
H 2.34 1.15 -2.71  0.132
H -0.25 4.46 -3.51  0.154
H -2.45 4.58 -2.25  0.148
H -4.05 3.49 -0.73  0.141
H -3.58 1.33 0.25  0.108
H -3.81 -0.35 0.84  0.108
H -4.74 -2.40 1.71  0.143
H -3.46 -4.51 1.69  0.150
H -1.36 -5.74 0.99  0.154
H 0.92 -5.66 -0.01  0.143
H 1.86 -3.45 -0.64  0.137
N 4.37 2.74 1.84  0.207
C 3.69 1.60 1.80  -0.324
C 3.10 1.12 0.60  -0.037
N 2.45 -0.04 0.61  -0.112
C 2.33 -0.75 1.76  -0.115
C 2.90 -0.23 2.92  -0.054
N 3.55 0.92 2.95  0.181
H 4.58 3.29 1.03  0.131
H 4.78 3.02 2.72  0.144
H 3.20 1.65 -0.34  0.113
H 1.89 -1.73 1.73  0.093
H 2.82 -0.77 3.86  0.139

LUMO (spin up / spin down): -10.5719 / -12.7406 eV
ΔE to the lowest compared entry with this formula, charge and spin: 0.00 kcal per mole
charge: +3
highest occupied orbital energy (spin up / spin down): -0.64211 / -0.63910 Eh
spin multiplicity: 5

Record 8
# C22H18AuIN3O2

A structure of composition C22H18AuIN3O2 in a non-equilibrium geometry (ωB97M-V/def2-TZVPD, the OMol25 dataset).

Each line ends with the Löwdin charge.
CARTESIAN COORDINATES (ANGSTROEM)
Au -0.90 -0.63 0.04  0.467
C -2.58 2.73 -2.85  -0.022
C -2.57 3.08 -1.40  -0.264
N -2.99 4.22 -1.00  0.114
C -2.97 4.62 0.27  -0.104
C -2.41 3.83 1.25  -0.149
C -2.46 4.31 2.69  -0.207
O -1.20 4.39 3.31  -0.076
C -1.89 2.55 0.90  -0.077
C -1.24 1.82 1.93  -0.067
N -0.86 0.59 1.98  -0.039
C -0.26 0.00 3.08  -0.333
C -0.20 0.66 4.33  -0.007
C 0.40 0.10 5.43  -0.062
C 0.96 -1.16 5.36  -0.081
C 0.89 -1.86 4.17  -0.177
C 0.30 -1.29 3.05  -0.551
I 0.31 -2.54 1.29  1.014
C -2.04 2.10 -0.45  -0.303
O -1.73 0.97 -0.94  -0.211
H -3.15 3.48 -3.39  0.083
H -3.01 1.75 -3.00  0.082
H -1.56 2.72 -3.23  0.086
H -3.41 5.58 0.47  0.112
H -3.04 3.59 3.28  0.133
H -2.99 5.27 2.72  0.124
H -0.74 5.18 3.02  0.104
H -1.01 2.46 2.79  0.093
H -0.64 1.63 4.43  0.109
H 0.43 0.66 6.35  0.115
H 1.42 -1.61 6.22  0.110
H 1.31 -2.85 4.10  0.090
C 2.49 0.87 0.41  0.288
C 3.75 0.85 0.96  -0.224
C 4.86 1.41 0.26  0.049
C 6.11 1.41 0.80  0.027
C 6.33 0.85 2.08  -0.143
C 5.26 0.28 2.78  0.030
C 4.00 0.27 2.24  0.059
C 7.61 0.88 2.66  -0.132
N 8.65 0.91 3.14  0.247
H 2.31 1.29 -0.56  0.112
H 1.64 0.48 0.94  0.039
H 4.70 1.85 -0.71  0.138
H 6.96 1.83 0.27  0.140
H 5.45 -0.17 3.75  0.140
H 3.18 -0.18 2.78  0.125

LUMO: -7.0634 eV
charge: +1
highest occupied orbital energy: -0.36965 Eh

Record 9
# C22H18BF5IN6O2SSe2W

A structure of composition C22H18BF5IN6O2SSe2W in a non-equilibrium geometry (ωB97M-V/def2-TZVPD, the OMol25 dataset).

Each line ends with the Löwdin charge.
CARTESIAN COORDINATES (ANGSTROEM)
W 0.18 0.19 0.38  1.625
F -3.57 -3.65 1.26  0.135
C -3.92 -2.77 2.20  -0.622
F -4.83 -1.95 1.66  0.138
F -4.55 -3.46 3.16  0.155
C -2.72 -2.03 2.74  -0.106
C -2.43 -2.03 4.09  0.046
C -1.29 -1.34 4.51  -0.021
C -0.47 -0.74 3.59  -0.079
N -0.73 -0.73 2.24  -0.091
C -1.90 -1.33 1.85  -0.622
S -2.26 -1.05 0.20  0.832
H -3.07 -2.53 4.80  0.132
H -1.04 -1.28 5.56  0.118
H 0.42 -0.24 3.92  0.104
Se 0.51 2.62 -0.84  0.908
Se 1.31 2.51 2.97  1.123
C -0.56 2.40 2.65  -0.589
C -1.41 3.13 3.47  -0.090
C -2.75 3.23 3.17  -0.020
C -3.20 2.63 2.00  -0.031
C -2.32 1.91 1.23  -0.159
N -1.00 1.72 1.55  -0.169
C 2.03 1.79 -1.61  -0.648
C 2.85 2.43 -2.53  -0.071
C 3.82 1.69 -3.17  -0.030
C 3.94 0.34 -2.87  -0.029
C 3.12 -0.20 -1.89  -0.101
N 2.19 0.51 -1.24  -0.034
H -0.97 3.65 4.32  0.110
H -3.42 3.80 3.80  0.120
H -4.22 2.73 1.68  0.116
H -2.64 1.46 0.29  0.041
H 2.69 3.48 -2.73  0.113
H 4.46 2.14 -3.91  0.118
H 4.65 -0.29 -3.38  0.114
H 3.20 -1.25 -1.64  0.114
N -2.21 1.26 -2.07  -0.006
N -1.35 0.74 -3.06  0.011
C -0.29 -0.03 -2.70  -0.658
O 0.49 -0.52 -3.48  0.113
O -0.21 -0.18 -1.37  -0.421
H -3.11 0.77 -2.09  0.090
H -2.39 2.25 -2.26  0.091
H -1.56 0.83 -4.05  0.163
I 4.95 -3.52 1.18  0.937
C 2.92 -3.34 0.68  -0.680
C 2.13 -4.46 0.43  -0.078
C 0.83 -4.21 -0.01  -0.017
C 0.36 -2.92 -0.13  -0.101
N 1.10 -1.82 0.22  -0.046
C 2.39 -2.07 0.56  -0.211
H 2.51 -5.46 0.55  0.112
H 0.18 -5.03 -0.27  0.122
H -0.64 -2.74 -0.52  0.061
H 3.04 -1.23 0.74  0.088
F 1.67 -0.13 2.05  -0.101
B 1.81 1.23 1.50  -1.222
F 3.09 1.28 1.06  0.102

LUMO: -4.4182 eV
charge: +1
highest occupied orbital energy: -0.38597 Eh